Entry 1:
Here is a molecular structure, C16H24B2F8K2O12 in a non-equilibrium geometry from OMol25. Energies are from the ωB97M-V functional and the def2-TZVPD basis.

relative energy (zero: lowest compared OMol25 entry of this formula, charge and spin) = 0.020 eV
lowest unoccupied orbital energy = -0.8 eV
DFT total energy = -3576.14677 a.u.

Each line ends with the natural charge from an NBO analysis.
CARTESIAN COORDINATES (ANGSTROEM)
K  1.4753  -3.7967  -2.3743  0.99
K  -3.3440  -3.3143  -0.9221  0.99
B  -0.4890  -1.5010  -0.5280  1.33
F  0.3567  -0.4106  -0.1883  -0.59
F  -0.2270  -2.6370  0.2013  -0.55
F  -1.8116  -1.0102  -0.4142  -0.59
F  -0.2850  -1.7422  -1.9202  -0.59
B  -1.4568  -4.5942  -3.4299  1.34
F  -0.1998  -4.5938  -4.0736  -0.59
F  -1.2351  -4.6985  -2.0439  -0.60
F  -2.1059  -3.3501  -3.6076  -0.58
F  -2.3413  -5.5763  -3.8583  -0.55
C  -1.9394  2.5105  -3.3186  -0.63
C  -0.5070  2.2920  -3.7887  0.07
C  -0.1682  0.7778  -3.9293  -0.08
O  0.2023  0.6441  -5.2918  -0.49
C  0.0439  1.8148  -5.9486  0.97
O  0.1938  1.9525  -7.1140  -0.57
O  -0.2935  2.7970  -5.0900  -0.49
H  -2.0840  3.4969  -2.8776  0.22
H  -2.1902  1.7895  -2.5383  0.21
H  -2.6330  2.3469  -4.1438  0.23
H  0.1571  2.7455  -3.0504  0.18
H  -0.9867  0.1241  -3.6321  0.21
H  0.6730  0.4999  -3.2916  0.18
C  0.6054  2.5939  0.8577  -0.64
C  -0.7030  3.0541  0.2759  0.08
C  -1.8598  2.0681  0.4308  -0.09
O  -2.9799  2.9201  0.6203  -0.50
C  -2.5378  4.1183  1.0857  0.97
O  -3.2379  4.9522  1.5552  -0.57
O  -1.2003  4.2132  0.9322  -0.49
H  0.4849  1.9816  1.7598  0.21
H  1.2854  3.3919  1.1569  0.23
H  1.1270  1.9252  0.1707  0.22
H  -0.5568  3.2481  -0.7924  0.17
H  -1.7440  1.4291  1.3114  0.18
H  -1.9587  1.3801  -0.4017  0.21
C  -0.3182  -0.3034  3.3755  -0.65
C  -0.7144  -1.4917  4.2064  0.07
C  -1.0578  -1.1771  5.6644  -0.10
O  -2.3794  -1.6825  5.8637  -0.49
C  -2.8731  -2.1520  4.6946  0.97
O  -3.9537  -2.6350  4.5729  -0.59
O  -1.9939  -1.9771  3.6993  -0.50
H  -0.1952  -0.5574  2.3215  0.25
H  0.6290  0.1102  3.7288  0.22
H  -1.1015  0.4543  3.4387  0.21
H  -0.0503  -2.3520  4.1550  0.21
H  -1.0472  -0.1109  5.9012  0.19
H  -0.3890  -1.6587  6.3774  0.20
C  5.2713  0.1816  0.9069  -0.63
C  3.7791  -0.0494  0.9149  0.07
C  3.2800  -0.9422  -0.2343  -0.10
O  2.5665  -2.0010  0.4002  -0.50
C  2.6466  -1.8632  1.7437  0.99
O  2.1266  -2.5885  2.5278  -0.58
O  3.4047  -0.8009  2.0734  -0.49
H  5.5963  0.6152  1.8512  0.23
H  5.5476  0.8397  0.0862  0.22
H  5.7462  -0.7976  0.8190  0.21
H  3.2097  0.8810  0.8708  0.19
H  4.1236  -1.3413  -0.8099  0.17
H  2.6173  -0.4427  -0.9382  0.21

Cartesian forces, eV/Å:
-0.4 0.2 0.3
0.6 0.1 -0.3
0.3 1.5 -0.9
0.0 -0.3 0.3
-0.3 -0.1 0.1
-0.4 -0.7 0.3
0.4 -0.5 0.1
-1.3 0.5 -0.7
-0.1 -0.2 -0.1
0.4 -0.3 0.9
0.1 0.2 0.0
0.7 -0.1 0.1
0.0 0.0 0.0
-0.6 -1.1 1.0
0.3 0.6 0.6
-0.2 -0.3 -0.1
0.1 -0.3 0.2
0.1 0.1 -0.3
0.0 0.5 -0.1
-0.1 0.1 -0.3
0.1 -0.1 0.0
0.0 0.1 0.0
0.3 0.2 -0.4
-0.2 0.0 -0.5
0.1 0.0 -0.1
0.6 -0.7 0.7
0.2 -0.7 -0.3
0.6 -0.4 0.4
-0.1 0.1 -0.1
-0.3 -0.2 -0.1
0.1 0.1 0.0
0.1 0.3 0.1
-0.3 0.2 0.0
-0.2 0.3 -0.4
-0.1 0.2 -0.2
-0.1 0.5 0.1
0.1 0.2 0.1
-0.3 0.3 -0.2
0.3 0.0 -0.2
-0.9 -0.4 -0.1
0.2 0.2 0.5
0.1 -0.1 -0.2
0.0 0.2 0.2
-0.1 0.0 -0.1
0.2 0.0 -0.1
0.0 -0.2 0.1
0.0 0.0 0.0
0.1 0.1 0.1
0.3 0.3 -0.2
-0.1 0.0 -0.2
0.0 -0.1 -0.1
-0.3 -0.3 0.3
-0.3 0.0 -0.6
0.4 0.0 -0.5
0.3 0.0 -0.1
-0.2 -0.1 0.0
0.0 0.0 0.0
-0.1 0.2 0.1
0.0 0.2 0.0
0.1 -0.1 -0.1
0.2 0.1 -0.2
0.1 0.1 0.5
-0.1 -0.2 0.2
-0.2 0.1 0.2

Entry 2:
Here is a molecular structure, C16H24BCl2CrN6 from OMol25. Energies are from the ωB97M-V functional and the def2-TZVPD basis.

lowest unoccupied orbital energy (alpha / beta) = -2.9 / -3.0 eV
charge = +1
DFT total energy = -2942.27487 a.u.
multiplicity = 5

Each line ends with the natural charge from an NBO analysis.
CARTESIAN COORDINATES (ANGSTROEM)
Cr  -0.5320  1.3583  -0.8901  1.14
C  2.6597  2.1969  -2.4278  -0.64
C  2.5609  1.0427  -1.4891  0.19
C  3.5530  0.1547  -1.0848  -0.34
C  2.9331  -0.7247  -0.2103  0.25
C  3.5137  -1.8861  0.5208  -0.65
N  1.6469  -0.3613  -0.0969  -0.31
N  1.4112  0.7204  -0.8931  -0.42
B  0.5078  -0.9524  0.7854  0.51
N  -0.6115  -1.5094  -0.1125  -0.34
N  -1.2985  -0.6936  -0.9696  -0.45
C  -2.1878  -1.4610  -1.5982  0.20
C  -3.1293  -0.9265  -2.6240  -0.63
C  -2.0790  -2.7796  -1.1589  -0.35
C  -1.0720  -2.7687  -0.2119  0.23
C  -0.5333  -3.8997  0.5955  -0.65
N  -0.0385  0.1773  1.6974  -0.32
N  -0.4644  1.3541  1.1553  -0.41
C  -0.8074  2.1636  2.1595  0.19
C  -1.2973  3.5509  1.9188  -0.64
C  -0.6015  1.5041  3.3696  -0.34
C  -0.1228  0.2491  3.0349  0.25
C  0.2590  -0.8776  3.9322  -0.65
H  3.6819  2.5687  -2.4600  0.25
H  2.3853  1.9131  -3.4454  0.23
H  2.0169  3.0208  -2.1148  0.21
H  4.5875  0.1525  -1.3780  0.24
H  4.5684  -1.9814  0.2729  0.24
H  3.4248  -1.7675  1.6001  0.24
H  3.0139  -2.8146  0.2454  0.23
H  0.9548  -1.8190  1.4695  -0.01
H  -3.1348  0.1612  -2.6211  0.19
H  -2.8580  -1.2679  -3.6235  0.24
H  -4.1472  -1.2606  -2.4268  0.24
H  -2.6584  -3.6291  -1.4743  0.24
H  -1.0544  -4.8156  0.3255  0.24
H  0.5311  -4.0488  0.4165  0.23
H  -0.6701  -3.7325  1.6635  0.23
H  -1.1099  3.8664  0.8924  0.20
H  -2.3657  3.6390  2.1192  0.24
H  -0.7792  4.2532  2.5704  0.25
H  -0.7716  1.8854  4.3601  0.24
H  0.0916  -0.5868  4.9668  0.24
H  -0.3377  -1.7659  3.7271  0.23
H  1.3084  -1.1460  3.8170  0.24
Cl  -0.7679  1.9148  -3.3285  0.09
C  -2.2818  2.7967  -2.9757  -0.38
Cl  -2.6961  2.6339  -1.2466  0.09
H  -3.0800  2.3522  -3.5597  0.26
H  -2.1218  3.8462  -3.1942  0.26

Cartesian forces, eV/Å:
0.3 -0.2 0.4
0.1 0.1 0.0
0.0 0.1 0.0
-0.1 0.0 0.0
0.0 0.0 0.1
0.1 0.0 0.0
-0.1 0.0 -0.1
-0.1 0.0 0.1
0.2 -0.1 0.1
-0.1 0.1 -0.1
0.0 -0.1 0.1
0.0 0.0 -0.1
0.0 0.0 0.0
0.0 0.0 0.1
0.1 0.0 0.0
0.0 -0.1 0.0
-0.1 0.1 -0.2
-0.1 0.0 -0.1
0.1 0.0 0.0
0.0 0.1 0.0
-0.1 0.0 -0.1
0.1 -0.1 0.0
0.0 0.0 0.1
0.0 0.0 0.0
0.0 0.0 0.0
0.0 0.0 0.0
0.0 0.0 0.0
0.0 0.0 0.0
0.0 0.0 0.0
0.0 0.0 0.0
0.0 0.0 0.0
0.0 0.0 0.0
0.0 0.0 0.0
0.0 0.0 0.0
0.0 0.0 0.0
0.0 0.0 0.0
0.0 0.0 0.0
0.0 0.0 0.0
0.0 0.0 0.0
0.0 0.0 0.0
0.0 0.0 0.0
0.0 0.0 0.0
0.0 0.0 0.0
0.0 0.0 0.0
0.0 0.0 0.0
-0.1 0.1 -0.1
0.0 0.0 -0.1
0.0 0.1 -0.1
0.0 0.0 0.0
0.0 0.0 0.0

Entry 3:
Here is a gas-phase ion, C16H24Br2F3N4OS (charge +1) in a non-equilibrium geometry from OMol25. Energies are from the ωB97M-V functional and the def2-TZVPD basis.

lowest unoccupied orbital energy = -3.1 eV
charge = +1
DFT total energy = -6763.71380 a.u.
SMILES = C#CCc1nc(N(C)CCCCCOC)n(S)[n+]1CC[C@@](F)(Br)C(F)(F)Br

Each line ends with the natural charge from an NBO analysis.
CARTESIAN COORDINATES (ANGSTROEM)
C  4.1688  1.0575  3.4642  -0.19
C  3.1810  0.3647  3.3410  -0.07
C  1.6993  -0.1139  3.3355  -0.52
C  1.1026  -0.3802  1.9149  0.48
N  0.1083  -1.3716  1.8893  -0.49
C  -0.2668  -1.3544  0.5193  0.60
N  -1.2189  -2.1347  0.0428  -0.38
C  -1.8403  -3.0720  1.0465  -0.42
C  -1.7591  -2.2143  -1.3361  -0.23
C  -0.8760  -3.0813  -2.3264  -0.42
C  -1.7305  -3.2291  -3.6880  -0.41
C  -1.3851  -2.1167  -4.7677  -0.43
C  -2.1194  -0.7282  -4.5414  -0.07
O  -3.3667  -0.8334  -3.8230  -0.56
C  -3.6648  0.4184  -3.1843  -0.26
N  0.4896  -0.4260  -0.2180  -0.37
S  0.5809  0.0530  -1.8536  0.27
N  1.3413  0.2063  0.6817  -0.21
C  2.3182  1.2962  0.4197  -0.26
C  3.6618  0.6082  -0.0976  -0.49
C  4.8459  1.6142  -0.3708  0.28
F  5.4672  1.9367  0.8451  -0.34
Br  6.2207  0.6051  -1.4224  0.07
C  4.4655  2.8832  -1.2421  0.58
F  3.7387  3.8259  -0.4947  -0.33
F  5.6741  3.5095  -1.6004  -0.32
Br  3.5715  2.4267  -2.9284  0.07
H  5.0351  1.7627  3.5553  0.28
H  1.6959  -1.1184  3.8702  0.29
H  1.0174  0.5450  3.9628  0.29
H  -1.0406  -3.6493  1.6088  0.24
H  -2.5338  -3.8072  0.5542  0.23
H  -2.4592  -2.4335  1.7541  0.23
H  -1.9564  -1.1607  -1.7160  0.23
H  -2.7890  -2.6878  -1.2663  0.24
H  0.1369  -2.6420  -2.5477  0.20
H  -0.7135  -4.1329  -1.9288  0.22
H  -2.8252  -3.2505  -3.4115  0.23
H  -1.4908  -4.2580  -4.0973  0.23
H  -0.2651  -1.9311  -4.6770  0.20
H  -1.6138  -2.4767  -5.8210  0.23
H  -2.3598  -0.2937  -5.5652  0.19
H  -1.4559  0.0500  -4.0342  0.16
H  -4.7877  0.5771  -3.1055  0.21
H  -3.2403  1.2889  -3.7810  0.18
H  -3.2478  0.5162  -2.1370  0.16
H  1.6779  -0.5756  -2.4396  0.14
H  1.9264  2.0506  -0.3353  0.26
H  2.5160  1.9078  1.3564  0.28
H  3.4297  0.0748  -1.0609  0.24
H  4.0082  -0.1902  0.6339  0.27

Cartesian forces, eV/Å:
0.2 0.3 0.0
-1.6 1.0 0.3
1.7 -0.6 -0.1
-1.7 -1.4 0.0
1.9 3.0 -3.5
0.6 0.0 1.1
-0.5 -1.0 0.5
-0.2 0.0 0.8
0.0 0.3 -0.8
-1.2 -0.2 -0.6
0.6 -0.4 0.3
-0.1 0.0 0.5
0.3 0.5 -0.8
0.8 0.8 0.4
-0.6 1.0 -0.1
0.2 -0.4 -0.2
-0.3 0.1 -0.4
0.0 -0.4 4.1
1.0 0.6 -0.7
-0.3 0.1 -0.1
0.0 -1.4 0.3
-1.1 0.3 -1.7
-0.7 0.5 0.6
1.9 1.7 0.6
1.0 -1.9 -1.3
-2.3 -0.8 0.8
0.2 0.3 1.0
-1.3 -1.4 -0.1
-0.2 1.1 -0.9
1.0 -0.5 -1.1
-1.0 0.9 -0.7
0.9 0.9 0.2
0.9 -1.0 -0.6
0.5 -1.4 0.3
1.4 0.6 0.0
-1.1 -0.3 0.4
-0.2 1.4 -0.1
1.1 0.2 -0.5
-0.2 1.3 0.2
-1.3 -0.2 -0.4
0.3 0.3 1.4
0.3 -0.4 1.1
-0.6 -1.2 -0.4
1.4 -0.5 -0.2
-0.6 -1.0 0.6
-0.2 -0.4 -0.9
-0.6 -0.1 1.1
0.2 -1.3 0.8
-0.5 -1.2 -0.9
0.3 0.6 0.9
-0.3 1.2 -0.8

Entry 4:
Here is a single C16H24N2O2 molecule from OMol25. Energies are from the ωB97M-V functional and the def2-TZVPD basis.

relative energy (zero: lowest compared OMol25 entry of this formula, charge and spin) = 1.458 eV
lowest unoccupied orbital energy = 0.7 eV
DFT total energy = -884.07712 a.u.
SMILES = CCc1c(C)[nH]c2c1C(=O)[C@@H](CN1CCOCC1)CC2

Each line ends with the natural charge from an NBO analysis.
CARTESIAN COORDINATES (ANGSTROEM)
C  2.8040  -0.4662  3.2128  -0.60
C  1.2952  -0.6315  3.0294  -0.42
C  0.6938  0.5838  2.4067  -0.03
C  0.0493  1.6171  3.0312  0.12
C  -0.2717  1.8588  4.4645  -0.64
N  -0.3351  2.5300  2.0725  -0.52
C  0.0464  2.1031  0.8512  0.29
C  0.6984  0.8927  1.0079  -0.29
C  1.2744  0.1726  -0.1049  0.59
O  2.0157  -0.7869  0.0051  -0.59
C  0.9451  0.7546  -1.4858  -0.31
C  0.7761  -0.3720  -2.5227  -0.21
N  -0.5111  -1.0327  -2.3746  -0.47
C  -0.4579  -2.2256  -1.5477  -0.25
C  -1.8809  -2.7180  -1.2930  -0.07
O  -2.5551  -2.9972  -2.4999  -0.52
C  -2.5780  -1.8584  -3.3252  -0.07
C  -1.1668  -1.3518  -3.6287  -0.24
C  -0.2758  1.6758  -1.5060  -0.39
C  -0.1835  2.7761  -0.4492  -0.45
H  3.2246  -1.3418  3.7016  0.20
H  3.2770  -0.3516  2.2415  0.22
H  3.0231  0.4118  3.8181  0.19
H  0.8213  -0.8284  3.9933  0.20
H  1.1184  -1.4872  2.3752  0.23
H  0.2296  1.1250  5.0882  0.23
H  0.0546  2.8528  4.7696  0.21
H  -1.3464  1.7858  4.6409  0.22
H  -0.8289  3.3863  2.2672  0.41
H  1.8375  1.3290  -1.7696  0.22
H  1.6094  -1.0790  -2.4134  0.21
H  0.8304  0.0673  -3.5233  0.19
H  0.0196  -1.9874  -0.5985  0.22
H  0.1199  -3.0278  -2.0405  0.17
H  -1.8724  -3.6490  -0.7248  0.19
H  -2.4323  -1.9498  -0.7295  0.16
H  -3.0895  -2.1547  -4.2424  0.19
H  -3.1456  -1.0534  -2.8314  0.16
H  -1.2332  -0.4496  -4.2402  0.20
H  -0.6207  -2.1293  -4.1938  0.17
H  -1.1622  1.0667  -1.3221  0.23
H  -0.3708  2.1187  -2.4992  0.21
H  0.6516  3.4472  -0.6819  0.21
H  -1.0975  3.3742  -0.4288  0.21

Cartesian forces, eV/Å:
-0.1 -0.1 0.0
0.2 0.1 0.0
-0.2 0.1 0.1
0.2 -0.4 0.3
-0.1 0.0 -0.2
0.0 0.2 -0.2
0.1 -0.2 -0.3
-0.2 0.3 0.3
0.0 0.4 -0.3
0.0 -0.1 0.1
-0.1 -0.3 -0.3
0.1 0.2 0.1
0.0 -0.1 -0.2
-0.4 -0.1 0.2
0.3 0.0 0.2
0.0 -0.2 0.0
0.1 0.2 -0.3
-0.3 -0.1 0.1
0.1 0.2 0.1
0.0 0.0 -0.1
0.1 -0.1 0.1
0.1 0.0 -0.1
0.0 0.1 0.1
0.0 -0.1 0.0
-0.1 0.0 0.1
0.0 0.0 0.1
0.0 0.0 0.1
0.0 0.0 0.1
0.0 -0.1 -0.1
0.0 0.0 0.0
0.0 0.0 -0.1
0.0 0.0 0.1
0.0 -0.1 0.0
0.0 0.0 0.1
0.0 0.1 0.0
0.0 -0.1 0.0
0.0 0.1 0.0
0.0 0.0 -0.1
0.0 0.0 0.0
0.0 0.1 0.0
0.0 0.1 0.0
0.0 0.0 -0.1
-0.1 0.1 0.0
0.0 0.0 0.0